Record 1
Computed, not measured: 9 unconnected molecules or ions with the total composition C5H29N2O8 in a non-equilibrium geometry, with ωB97M-V/def2-TZVPD.

The geometry in XYZ format:
```
44
C5H29N2O8, DFT ωB97M-V/def2-TZVPD
C -3.3867 0.0920 -1.7272
C -2.4039 1.2137 -1.4081
C -1.3534 0.7326 -0.4217
C -0.8039 1.6392 0.4277
N 0.1542 1.2461 1.3051
C 0.6245 2.1289 2.3358
N -4.0669 -0.2718 -0.4142
H -4.1895 0.4050 -2.3914
H -2.9546 -0.8251 -2.1162
H -1.8499 1.4584 -2.3218
H -2.9056 2.0926 -1.0042
H -0.7796 -0.1051 -0.8088
H -1.0129 2.6915 0.2956
H 0.4923 0.2990 1.2490
H -0.1573 2.7144 2.8342
H 1.0768 1.6254 3.1838
H 1.2545 2.9158 1.8907
H -4.7310 0.4231 -0.0759
H -3.3418 -0.4493 0.3071
H -4.5245 -1.1744 -0.5326
H -0.3368 -3.3704 1.7507
H 0.1227 -2.0359 2.0919
O -0.5906 -2.4596 1.5569
H -2.4071 -1.7919 2.2705
H -3.1844 -2.7205 1.4368
O -3.2200 -1.8157 1.7662
H 2.1658 -2.4720 -0.2928
H 3.0019 -1.9411 -1.4001
O 2.9470 -2.6964 -0.8095
H 2.2771 -1.0510 2.7192
H 2.5594 -2.3013 1.9961
O 1.8097 -1.8287 2.3896
H 1.9141 0.3157 -2.1140
H 2.6034 1.3258 -1.0853
O 2.4821 0.4050 -1.3407
H 0.7096 4.3073 -0.0589
H 1.1869 4.1479 -1.5388
O 1.0888 3.6987 -0.6993
H 1.3705 -0.8647 -4.5885
H 0.7269 0.5820 -4.4162
O 0.9621 -0.2433 -3.9870
H 3.2889 -0.3012 0.4330
H 4.6834 -0.1467 0.6502
O 3.9466 -0.6320 1.0529
```

Its HOMO-LUMO gap is 7.999 eV. The LUMO energy comes out at -2.6 eV. The value obtained for the energy above the lowest of the compared OMol25 structures with the same formula, charge and spin is 60.6 kcal/mol. Its charge is +1.

Record 2
Computed, not measured: 11 unconnected molecules or ions with the total composition C20H12Cl40NO3 in a non-equilibrium geometry, with ωB97M-V/def2-TZVPD.

The geometry in XYZ format:
```
76
C20H12Cl40NO3, DFT ωB97M-V/def2-TZVPD
C 2.9891 0.1523 0.6143
C 1.5138 0.6063 0.3950
C 1.0105 1.1789 -0.8656
C -0.3999 1.5675 -1.0312
C -1.3210 1.3658 0.1069
C -2.8481 1.7222 -0.0429
C -3.8095 0.5071 0.3156
N -3.2012 -0.8215 0.1930
O -4.2104 0.6232 1.7115
C -5.1576 0.5106 -0.5479
O -5.7532 1.5590 -0.8748
O -5.6174 -0.6570 -0.9030
C -0.8179 0.8247 1.3946
C 0.5920 0.4450 1.5479
H 3.2219 -0.7655 0.0135
H 3.6557 0.9757 0.2223
H 3.1854 -0.0612 1.7032
H 1.7527 1.2840 -1.6991
H -0.8044 2.0081 -1.9803
H -3.0463 2.0220 -1.1148
H -3.0923 2.6486 0.5602
H -2.5796 -0.9058 -0.6093
H -2.7668 -1.1317 1.0616
H -3.7587 1.3772 2.1188
H -1.6010 0.7307 2.2214
H 0.9364 0.0282 2.5264
C 5.6450 3.3925 -0.9300
Cl 7.0309 3.3312 -2.0338
Cl 4.1682 2.9699 -1.8124
Cl 5.8929 2.2414 0.3961
Cl 5.4892 5.0302 -0.2689
C 1.2655 -3.9031 0.8514
Cl 0.6133 -2.2774 1.1241
Cl 1.5343 -4.7043 2.4130
Cl 0.1148 -4.8511 -0.1082
Cl 2.8060 -3.7849 -0.0230
C -4.1471 -0.7301 -4.6288
Cl -3.7498 -2.4499 -4.4542
Cl -3.8037 -0.2108 -6.2952
Cl -5.8568 -0.4781 -4.2693
Cl -3.1592 0.2174 -3.5013
C -1.4227 -1.2575 5.2273
Cl -1.8846 -2.9368 4.8969
Cl 0.1291 -1.2301 6.0907
Cl -1.2652 -0.3766 3.6929
Cl -2.6698 -0.4839 6.2264
C 9.1150 5.2789 -5.0911
Cl 8.6790 3.5970 -5.4414
Cl 10.6938 5.3246 -4.2852
Cl 9.1986 6.1951 -6.6072
Cl 7.8901 5.9972 -4.0321
C 0.1548 -3.0073 9.9094
Cl 1.2699 -3.6164 8.6713
Cl 0.9100 -1.6523 10.7690
Cl -1.3434 -2.4573 9.1397
Cl -0.2141 -4.3055 11.0605
C -4.2748 3.1157 5.5363
Cl -3.1507 2.5249 4.3011
Cl -3.5269 4.4651 6.4123
Cl -5.7686 3.6675 4.7632
Cl -4.6458 1.8080 6.6768
C 8.7306 0.9520 -8.7987
Cl 8.5754 0.5990 -7.0682
Cl 8.2038 2.6150 -9.1118
Cl 10.4243 0.7661 -9.2894
Cl 7.7203 -0.1726 -9.7235
C -7.9842 -2.4870 1.8283
Cl -6.4734 -1.5898 1.9668
Cl -8.8367 -1.9864 0.3591
Cl -7.6381 -4.2290 1.7456
Cl -9.0083 -2.1585 3.2468
C -0.7014 -4.9074 -5.3132
Cl -0.7012 -4.9134 -7.0872
Cl -2.2863 -5.4411 -4.7214
Cl 0.5521 -6.0139 -4.7187
Cl -0.3659 -3.2706 -4.7284
```

Its HOMO-LUMO gap is 5.125 eV. The LUMO energy comes out at 1.0 eV. Its charge is -1.

Record 3
Computed, not measured: C4H12N4 in the gas phase in a non-equilibrium geometry, with ωB97M-V/def2-TZVPD.

The geometry in XYZ format:
```
20
C4H12N4, DFT ωB97M-V/def2-TZVPD
C 2.8251 0.5245 -1.4540
N 1.7639 -0.3184 -0.8317
N 0.4422 0.0937 -0.9409
C -0.5433 -0.3388 -0.2180
C -0.5604 -1.2152 0.9091
N 0.2933 -0.8640 2.1435
C -1.9928 0.3897 -0.4824
N -2.1667 1.4538 0.5770
H 2.8730 0.5561 -2.5278
H 2.6245 1.6799 -1.1760
H 3.7644 0.1212 -0.8973
H 2.1539 -0.6152 0.1536
H -0.4510 -2.3894 0.4431
H -1.7817 -1.2048 0.9554
H 0.0115 0.0680 2.4467
H -0.0396 -1.5410 3.0939
H -2.2898 0.7768 -1.6828
H -2.7755 -0.3559 -0.2670
H -3.1018 1.8627 0.1207
H -1.6882 2.3252 0.1731
```

The SMILES is CNN=C(CN)CN. Its HOMO-LUMO gap is 9.138 eV. The LUMO energy comes out at 0.9 eV. The value obtained for the energy above the lowest of the compared OMol25 structures with the same formula, charge and spin is 127.7 kcal/mol.

Record 4
Computed, not measured: C4H9I2N in the gas phase in a non-equilibrium geometry, with ωB97M-V/def2-TZVPD.

The geometry in XYZ format:
```
16
C4H9I2N, DFT ωB97M-V/def2-TZVPD
C -0.3392 -1.1237 0.6363
C 0.3217 0.0218 -0.1333
C 0.1686 0.0511 -1.6777
C -0.5524 1.4229 0.5285
I -2.5853 1.6763 -0.0004
N 1.6315 0.0987 0.4327
I 2.8759 1.5942 0.0097
H -1.2186 -1.3892 0.1942
H 0.1220 -2.1610 0.5572
H -0.3757 -0.9443 1.6617
H 0.0768 1.1417 -1.8999
H -0.7951 -0.4668 -1.8118
H 1.1317 -0.4361 -2.0241
H -0.3931 1.4377 1.6370
H -0.2013 2.4334 0.3288
H 1.4244 -0.0399 1.3962
```

The SMILES is CC(C)(CI)NI. Its HOMO-LUMO gap is 8.658 eV. The LUMO energy comes out at 0.1 eV. The value obtained for the energy above the lowest of the compared OMol25 structures with the same formula, charge and spin is 14.2 kcal/mol.

Record 5
Computed, not measured: a molecular structure, C34H38As2BrN7O4V in a non-equilibrium geometry, with ωB97M-V/def2-TZVPD.

The geometry in XYZ format:
```
87
C34H38As2BrN7O4V, DFT ωB97M-V/def2-TZVPD
V -0.2720 0.1796 0.3959
O 3.6026 1.9398 -3.0563
C 2.8244 3.0457 -2.8446
C 3.2192 4.2291 -3.4537
C 2.4673 5.3790 -3.2738
C 1.3186 5.3549 -2.4902
C 0.9267 4.1651 -1.8935
C 1.6705 3.0061 -2.0615
C 1.2067 1.6956 -1.4504
O -0.0106 1.7335 -0.8668
N 2.3011 1.2684 -0.4829
N 1.7744 0.7284 0.6643
C 2.5057 0.6074 1.7002
C 1.9545 0.1991 2.9820
Br 0.2389 0.9404 3.3793
C 2.5713 -0.5310 3.9035
C 3.8601 -1.2028 3.7017
C 4.7402 -1.3267 4.7797
C 5.9626 -1.9560 4.6232
C 6.3175 -2.4918 3.3902
C 5.4407 -2.3971 2.3195
C 4.2199 -1.7577 2.4732
H 3.3008 1.2056 -2.5056
H 4.1154 4.2286 -4.0602
H 2.7810 6.2991 -3.7496
H 0.7333 6.2539 -2.3517
H 0.0301 4.0975 -1.2911
H 1.2459 0.9357 -2.2643
H 2.9535 2.0288 -0.2869
H 3.5666 0.8613 1.6703
H 2.1009 -0.6555 4.8721
H 4.4593 -0.9193 5.7435
H 6.6370 -2.0401 5.4650
H 7.2661 -2.9978 3.2711
H 5.6970 -2.8403 1.3665
H 3.5194 -1.7294 1.6482
C -2.8597 2.8926 0.7865
As -2.7838 0.9523 0.6454
C -4.0139 0.7063 -0.8458
C -3.8414 0.3796 2.1779
C -4.3020 1.3109 3.1078
C -4.9806 0.9014 4.2474
C -5.2058 -0.4485 4.4643
C -4.7504 -1.3781 3.5391
C -4.0648 -0.9839 2.3933
As -3.4175 -2.3091 1.0864
C -5.1200 -3.2704 0.8663
C -2.5928 -3.5534 2.3572
H -2.3013 3.2247 1.6614
H -3.8819 3.2672 0.8287
H -2.3586 3.2805 -0.1000
H -5.0281 0.9807 -0.5580
H -3.9802 -0.3333 -1.1668
H -3.6752 1.3445 -1.6626
H -4.1302 2.3681 2.9525
H -5.3288 1.6355 4.9629
H -5.7328 -0.7780 5.3510
H -4.9332 -2.4306 3.7194
H -5.5743 -3.5184 1.8251
H -4.9267 -4.1904 0.3149
H -5.8121 -2.6587 0.2888
H -3.3151 -3.9260 3.0830
H -1.7775 -3.0459 2.8740
H -2.1800 -4.3970 1.8041
O -0.0248 -1.5244 1.3546
N 0.6631 -2.4748 1.8948
C 1.1931 -3.3197 1.0321
C 2.0073 -4.3682 1.5368
N 2.6823 -5.2095 1.9331
C 1.0261 -3.1712 -0.3882
N 0.9185 -3.0461 -1.5258
N -0.8387 -0.7816 -1.5632
C -0.8005 -0.5444 -2.6885
N -0.6841 -0.2729 -3.9661
C -0.7664 1.1187 -4.4295
C 0.3751 1.3603 -5.3956
O 0.3667 0.3902 -6.4324
C 0.5715 -0.9162 -5.9208
C -0.5552 -1.3139 -4.9871
H -0.6970 1.7819 -3.5658
H -1.7234 1.2809 -4.9336
H 1.3295 1.3274 -4.8538
H 0.2729 2.3349 -5.8689
H 1.5254 -0.9624 -5.3815
H 0.6136 -1.5893 -6.7750
H -0.3411 -2.2641 -4.5004
H -1.4918 -1.3954 -5.5454
```

Its HOMO-LUMO gap (alpha / beta) is 6.707 / 8.166 eV. The spin multiplicity is 4. The LUMO energy (alpha / beta) comes out at -0.2 / -0.3 eV. The value obtained for the energy above the lowest of the compared OMol25 structures with the same formula, charge and spin is 23.1 kcal/mol.

Record 6
Computed, not measured: a molecular structure, C28H41GaN7O3SSi in a non-equilibrium geometry, with ωB97M-V/def2-TZVPD.

The geometry in XYZ format:
```
82
C28H41GaN7O3SSi, DFT ωB97M-V/def2-TZVPD
Ga -0.7847 0.2578 0.0566
C -4.3943 1.7288 -2.2674
C -4.0079 2.1956 -0.8882
C -4.9480 2.6839 0.0107
C -4.5155 3.0393 1.2844
C -3.1789 2.9260 1.6125
C -2.2738 2.4549 0.6391
N -2.7187 2.1039 -0.5763
N -0.9023 2.2917 0.8109
Si -0.0746 3.6335 1.5161
C 0.1710 3.4932 3.3791
C 1.6173 4.0562 0.8252
C -1.0571 5.2188 1.1855
H -4.5996 2.5810 -2.9225
H -5.2941 1.1121 -2.2257
H -3.5744 1.1374 -2.6739
H -5.9911 2.7597 -0.2699
H -5.2291 3.3762 2.0278
H -2.8201 3.1494 2.6101
H 0.6602 2.5451 3.6377
H -0.7836 3.5356 3.9138
H 0.8006 4.3114 3.7483
H 2.4104 3.4042 1.2026
H 1.8592 5.0779 1.1409
H 1.6232 4.0355 -0.2674
H -1.8869 5.3579 1.8845
H -1.4843 5.1842 0.1758
H -0.4102 6.1006 1.2523
C 3.6152 -1.7827 -2.9205
C 3.4473 -2.5027 -1.5813
C 2.0442 -3.1018 -1.2367
C 2.2942 -4.2157 -0.2174
C 1.0528 -4.9312 0.3063
C 1.4533 -3.6623 -2.5193
O 1.6985 -4.7809 -2.9385
N 0.6787 -2.7812 -3.2204
C 0.3666 -1.4499 -2.8299
O -0.0612 -0.6972 -3.6985
N 0.5296 -1.1366 -1.5250
C 1.1626 -1.9752 -0.6721
O 1.1305 -1.7834 0.5476
H 4.6152 -1.3477 -2.9793
H 2.8997 -0.9742 -3.0519
H 3.5004 -2.4792 -3.7553
H 3.7216 -1.8393 -0.7569
H 4.1468 -3.3397 -1.5698
H 2.8412 -3.7758 0.6183
H 2.9404 -4.9426 -0.7088
H 0.4372 -4.2601 0.8990
H 1.3502 -5.7735 0.9366
H 0.4516 -5.3275 -0.5164
H 0.3565 -3.0605 -4.1315
N 1.2206 1.8799 -2.1562
C 1.9463 1.4307 -1.1049
N 1.4870 0.9647 0.0279
C 2.5113 0.7178 0.9343
C 2.3434 0.2343 2.2296
C 3.4615 0.0388 3.0204
C 4.7441 0.3048 2.5366
C 4.9267 0.7710 1.2450
C 3.8009 0.9802 0.4596
S 3.7038 1.5725 -1.1734
H 0.2313 1.7215 -2.1233
H 1.6018 1.7655 -3.0787
H 1.3444 -0.0017 2.5729
H 3.3426 -0.3386 4.0291
H 5.6056 0.1404 3.1733
H 5.9200 0.9630 0.8568
C -3.8516 -2.3712 -0.8144
C -2.8383 -1.8557 0.2332
C -3.6196 -1.4910 1.5083
C -1.8928 -3.0171 0.5587
N -2.2235 -0.7085 -0.3764
H -4.3435 -3.2887 -0.4650
H -3.3244 -2.5767 -1.7486
H -4.6120 -1.6085 -1.0088
H -4.2101 -2.3380 1.8847
H -4.2897 -0.6514 1.2950
H -2.9164 -1.1734 2.2855
H -2.4377 -3.8934 0.9349
H -1.1646 -2.7008 1.3100
H -1.3528 -3.3015 -0.3473
```

Its HOMO-LUMO gap is 5.872 eV. The LUMO energy comes out at 2.3 eV. The value obtained for the energy above the lowest of the compared OMol25 structures with the same formula, charge and spin is 0.0 kcal/mol. Its charge is -1.

Going through the records in order, we get E values of -919.07449 -19457.31610 -378.43481 -807.87014 -9992.09737 -4313.22999 hartree.